Record 1
Formula: C9H14
Source: the OMol25 dataset
Level of theory: the ωB97M-V functional and the def2-TZVPD basis

As for the total charge: +1. The gap between HOMO and LUMO (alpha / beta) comes out at 9.921 / 6.087 eV. The HOMO energy (alpha / beta) comes out at -14.333 / -14.332 eV. The relative energy (zero: lowest compared OMol25 entry of this formula, charge and spin) is 64.0 kJ/mol. The expectation value of S² is 0.767. The spin multiplicity is 2. The calculation puts the LUMO energy (alpha / beta) at -4.41 / -8.25 eV.

Last column: Mulliken spin population.
Element x y z (Å)
H (2.318, -0.634, -1.274)  0.00
H (-3.475, 0.442, -1.372)  0.04
C (-0.505, 0.102, 1.994)  0.06
H (-2.212, -2.031, -0.783)  0.00
H (4.001, 0.785, 0.048)  0.00
C (-0.663, -1.926, 0.587)  0.04
H (-3.594, 1.497, -0.148)  0.00
C (-1.432, 0.702, 1.178)  0.11
H (-1.658, 1.729, 1.435)  0.01
H (2.235, 0.676, -2.514)  0.00
H (0.865, -1.515, 2.056)  0.01
C (-1.779, -1.400, -0.017)  0.14
H (-0.128, 0.679, 2.824)  0.00
C (-2.241, -0.095, 0.292)  0.25
C (3.387, 1.261, -0.718)  0.00
H (-0.304, -2.935, 0.446)  0.01
C (-0.053, -1.171, 1.598)  0.28
H (-4.338, -0.176, 0.101)  0.03
C (-3.506, 0.412, -0.275)  0.02
H (3.955, 1.899, -1.386)  0.00
H (2.622, 1.746, -0.111)  0.00
H (3.673, -0.265, -2.231)  0.00
C (2.834, 0.217, -1.729)  0.00

Cartesian forces (eV/Å) of the 6 atoms listed first:
H -0.372 0.261 0.083
H -0.027 -1.043 -0.077
C -0.749 0.547 -1.262
H -0.603 0.335 0.002
H 0.461 -0.040 -0.382
C -0.881 0.323 0.410

---

Record 2
Formula: C6H14N2O
Source: the OMol25 dataset
Level of theory: the ωB97M-V functional and the def2-TZVPD basis

As for the SMILES: CC(=O)CNN.C=CC. The gap between HOMO and LUMO comes out at 8.059 eV. The HOMO energy comes out at -7.985 eV. The relative energy (zero: lowest compared OMol25 entry of this formula, charge and spin) is 453.1 kJ/mol. The spin multiplicity is 1. The calculation puts the LUMO energy at 0.07 eV.

Last column: Löwdin charge in e.
Element x y z (Å)
C (1.441, 0.601, -0.188)  -0.17
H (-0.288, -0.997, -2.668)  0.08
H (0.255, 3.461, 0.646)  0.07
H (0.177, -1.373, 2.509)  0.09
C (0.375, -0.435, 1.993)  -0.03
H (0.331, -2.303, -1.640)  0.07
C (-1.680, 0.209, -0.735)  -0.06
C (-0.555, -1.722, -1.898)  -0.09
H (-2.430, 0.471, 0.002)  0.08
C (-1.113, -1.054, -0.684)  -0.22
H (-1.291, -2.409, -2.325)  0.08
H (1.095, 0.148, 2.568)  0.09
O (1.542, -1.755, 0.387)  0.04
C (0.941, -0.718, 0.610)  -0.47
H (1.658, 0.262, -1.201)  0.11
H (-0.543, 0.148, 1.936)  0.06
H (-1.875, 0.646, -1.710)  0.09
H (-1.379, -1.713, 0.134)  0.12
H (2.362, 0.864, 0.336)  0.13
H (-0.534, 1.196, -0.432)  0.10
H (0.290, 2.197, 1.739)  0.05
N (0.566, 1.717, -0.242)  -0.18
N (0.656, 2.556, 0.862)  -0.03

Cartesian forces (eV/Å) of the 6 atoms listed first:
C -0.998 -1.329 0.000
H -0.018 0.008 0.011
H 0.046 -0.235 0.060
H 0.016 0.023 0.018
C -0.779 -0.315 -0.280
H 0.035 -0.027 -0.070

---

Record 3
Formula: CHClO3S
Source: the OMol25 dataset
Level of theory: the ωB97M-V functional and the def2-TZVPD basis

As for the SMILES: O=CS(=O)(=O)Cl. The gap between HOMO and LUMO comes out at 9.772 eV. The HOMO energy comes out at -10.710 eV. The relative energy (zero: lowest compared OMol25 entry of this formula, charge and spin) is 223.3 kJ/mol. The spin multiplicity is 1. The calculation puts the LUMO energy at -0.94 eV.

Last column: Löwdin charge in e.
Element x y z (Å)
S (-0.882, 0.072, 0.152)  0.34
O (-1.413, -1.015, -0.531)  -0.34
Cl (-0.557, -0.441, 2.144)  0.31
C (1.160, 0.138, -0.515)  -0.20
H (1.763, -0.558, 0.134)  0.12
O (1.575, 0.512, -1.527)  0.13
O (-1.646, 1.291, 0.144)  -0.36

Cartesian forces (eV/Å) of the 6 atoms listed first:
S 1.332 3.393 0.468
O -0.724 -2.811 -1.207
Cl 0.114 0.018 -0.410
C -0.270 -1.882 1.237
H -0.756 0.563 0.363
O -0.660 1.080 -0.723

---

Record 4
Formula: C3H12NO2
Source: the OMol25 dataset
Level of theory: the ωB97M-V functional and the def2-TZVPD basis

As for the total charge: +1. The gap between HOMO and LUMO comes out at 9.102 eV. The HOMO energy comes out at -13.193 eV. The relative energy (zero: lowest compared OMol25 entry of this formula, charge and spin) is 186.0 kJ/mol. The spin multiplicity is 1. The calculation puts the LUMO energy at -4.09 eV.

Last column: Löwdin charge in e.
Element x y z (Å)
C (-0.439, -0.645, -2.035)  -0.10
H (2.559, 0.805, 3.078)  0.08
H (-0.138, 1.425, 3.127)  0.08
H (-0.138, -0.757, 0.099)  0.12
H (-0.004, 0.873, -0.551)  0.13
N (-1.941, -0.412, -1.914)  0.20
C (0.634, 0.762, 2.756)  -0.17
O (1.760, 0.867, 3.609)  -0.10
H (0.259, -0.265, 2.716)  0.08
C (0.230, -0.181, -0.755)  -0.29
H (-2.155, 0.584, -1.830)  0.17
H (2.079, -0.355, -0.139)  0.11
H (0.878, 1.092, 1.740)  0.06
H (-0.318, -1.712, -2.169)  0.14
H (-2.416, -0.750, -2.752)  0.18
O (1.600, -0.362, -0.975)  -0.02
H (-2.336, -0.909, -1.112)  0.18
H (-0.114, -0.060, -2.892)  0.15

Cartesian forces (eV/Å) of the 6 atoms listed first:
C -0.597 0.293 0.386
H 0.041 -0.026 0.145
H -0.211 0.017 0.144
H -0.022 -0.161 0.028
H -0.063 0.009 -0.118
N 0.171 -0.076 -0.253

---

Record 5
Formula: C8H14BN
Source: the OMol25 dataset
Level of theory: the ωB97M-V functional and the def2-TZVPD basis

As for the SMILES: C=C(C)C(=C)/C=B\N(C)C. The gap between HOMO and LUMO comes out at 7.987 eV. The HOMO energy comes out at -7.447 eV. The relative energy (zero: lowest compared OMol25 entry of this formula, charge and spin) is 363.5 kJ/mol. The spin multiplicity is 1. The calculation puts the LUMO energy at 0.54 eV.

Last column: Löwdin charge in e.
Element x y z (Å)
C (-1.390, 1.062, 0.309)  -0.31
C (2.693, -0.383, 1.035)  -0.06
C (-2.301, 2.042, 0.434)  0.07
C (-3.172, -0.834, 0.573)  -0.04
H (-3.347, 2.070, 0.360)  0.05
C (0.053, 1.286, 0.305)  0.00
C (-1.467, -0.887, -1.099)  0.03
N (2.312, 0.001, -0.289)  -0.13
H (0.324, 2.114, 0.823)  0.05
H (2.800, -0.892, -2.267)  0.13
H (1.958, 0.001, 1.728)  0.10
H (3.632, 0.014, 1.199)  0.08
C (-1.988, -0.182, -0.094)  -0.36
H (4.102, -0.222, -1.285)  0.11
H (-3.917, -0.088, 0.636)  0.05
H (3.340, -1.719, -0.732)  0.07
H (-3.442, -1.714, -0.065)  0.09
H (2.793, -1.450, 1.077)  0.09
B (1.249, 0.856, -0.240)  -0.17
H (-0.642, -0.483, -1.601)  0.02
H (-1.936, -1.819, -1.694)  0.11
H (-2.792, -1.066, 1.500)  0.06
C (3.105, -0.763, -1.145)  -0.10
H (-1.966, 3.058, 0.532)  0.06

Cartesian forces (eV/Å) of the 6 atoms listed first:
C -1.085 0.901 -0.387
C -1.311 -0.355 0.827
C 1.932 1.385 0.516
C 0.607 0.481 -2.655
H -1.269 -1.092 -0.081
C -0.746 -0.868 -0.879

---

Record 6
Formula: C10H7Cl2N2O6PdS
Source: the OMol25 dataset
Level of theory: the ωB97M-V functional and the def2-TZVPD basis

As for the total charge: -1. The gap between HOMO and LUMO comes out at 7.461 eV. The HOMO energy comes out at -5.247 eV. The relative energy (zero: lowest compared OMol25 entry of this formula, charge and spin) is 3.9 kJ/mol. The spin multiplicity is 1. The calculation puts the LUMO energy at 2.21 eV.

Last column: Löwdin charge in e.
Element x y z (Å)
N (2.913, 3.159, -0.044)  -0.24
H (-1.061, 5.252, -0.039)  0.06
O (-0.395, 2.586, -0.181)  -0.48
O (2.734, 2.733, -1.162)  -0.12
O (2.241, 2.588, 0.896)  -0.28
H (-3.134, -1.658, -1.137)  0.11
O (2.316, -0.286, 0.730)  -0.17
C (2.041, -3.890, 0.253)  -0.14
C (-1.419, -2.864, -0.733)  -0.02
C (1.858, -1.461, 0.451)  -0.39
H (-2.764, 5.033, 0.463)  0.06
H (-1.965, 0.481, -0.535)  0.09
O (-2.682, 2.205, 0.576)  -0.37
C (-1.456, -0.474, -0.502)  -0.08
C (0.746, -4.011, -0.168)  -0.62
N (-0.206, -0.459, -0.109)  -0.01
H (-2.213, 4.407, -1.120)  0.06
C (-2.100, -1.685, -0.825)  -0.03
C (2.592, -2.639, 0.558)  -0.59
C (-0.071, -2.867, -0.307)  -0.18
Cl (0.102, -5.591, -0.538)  0.65
Pd (0.963, 1.145, 0.353)  1.04
H (2.660, -4.771, 0.356)  0.10
H (-1.896, -3.803, -0.976)  0.09
O (-1.098, 3.378, 2.039)  -0.33
S (-1.516, 3.067, 0.696)  0.40
C (-1.931, 4.602, -0.088)  -0.16
Cl (4.239, -2.556, 1.090)  0.68
C (0.504, -1.621, 0.002)  -0.13

Cartesian forces (eV/Å) of the 6 atoms listed first:
N 0.026 -0.032 0.049
H 0.003 -0.004 -0.009
O -0.019 -0.095 -0.035
O -0.030 0.004 0.002
O -0.002 0.037 -0.029
H 0.001 -0.003 -0.005